Molecular formula: C6H10O
Method: DFT, ωB97M-V/def2-TZVPD

The HOMO energy comes out at -9.50 eV. Its electronic energy is -8431.0322 eV. The relative energy (zero: lowest compared OMol25 entry of this formula, charge and spin) comes out at 0.2082 eV. The SMILES is CC1(O)CC=CC1. Its net charge is 0. The value obtained for the HOMO-LUMO gap is 10.499 eV.

Last column: natural (NBO) charge in e.
Element x y z (Å)
C 1.2775 -1.0985 -1.0074  -0.62
C 0.6095 -0.0953 -0.0791  0.27
O 1.6582 0.6085 0.5560  -0.72
C -0.3880 -0.7390 0.9044  -0.47
C -1.3211 0.3999 1.2654  -0.20
C -1.3206 1.2908 0.2828  -0.20
C -0.3896 0.8188 -0.8142  -0.47
H 1.9051 -0.5715 -1.7321  0.22
H 0.5385 -1.6918 -1.5591  0.21
H 1.9144 -1.7807 -0.4371  0.22
H 1.2482 1.2676 1.1311  0.47
H -0.9600 -1.4144 0.2635  0.21
H 0.0728 -1.2604 1.7530  0.22
H -1.9810 0.3865 2.1297  0.21
H -1.9768 2.1519 0.1819  0.21
H 0.0756 1.6109 -1.4134  0.22
H -0.9627 0.1167 -1.4253  0.21

---

Molecular formula: C6H10O
Method: DFT, ωB97M-V/def2-TZVPD

The HOMO energy comes out at -9.35 eV. Its electronic energy is -8430.7356 eV. The relative energy (zero: lowest compared OMol25 entry of this formula, charge and spin) comes out at 0.5048 eV. The SMILES is C[C@H]1CC=CCO1. Its net charge is 0. The value obtained for the HOMO-LUMO gap is 10.507 eV.

Last column: natural (NBO) charge in e.
Element x y z (Å)
C -2.1970 0.2015 -0.1723  -0.61
C -0.7706 0.2666 0.3489  0.11
C -0.0899 -1.1370 0.2988  -0.48
C 1.2762 -1.1280 -0.3312  -0.17
C 1.9747 -0.0017 -0.4255  -0.23
C 1.3030 1.2754 0.0045  -0.11
O -0.0623 1.2503 -0.3815  -0.52
H -2.7365 -0.5911 0.3583  0.21
H -2.2042 -0.0337 -1.2422  0.21
H -2.7307 1.1440 -0.0188  0.22
H -0.7935 0.5989 1.4012  0.16
H -0.7266 -1.8642 -0.2200  0.21
H -0.0025 -1.5008 1.3311  0.22
H 1.6636 -2.0686 -0.7166  0.21
H 2.9647 0.0294 -0.8732  0.21
H 1.3691 1.4081 1.0997  0.17
H 1.7624 2.1510 -0.4613  0.20

---

Molecular formula: C6H10O
Method: DFT, ωB97M-V/def2-TZVPD

The HOMO energy comes out at -9.43 eV. Its electronic energy is -8430.4057 eV. The relative energy (zero: lowest compared OMol25 entry of this formula, charge and spin) comes out at 0.8347 eV. The SMILES is C/C=C/CCC=O. Its net charge is 0. The value obtained for the HOMO-LUMO gap is 10.493 eV.

Last column: natural (NBO) charge in e.
Element x y z (Å)
O 0.1049 3.8645 -1.5520  -0.51
C -0.2856 2.8157 -1.1216  0.45
C 0.4810 1.9008 -0.2013  -0.53
C -0.3392 0.8057 0.4836  -0.44
C 0.0567 -0.5852 0.0676  -0.19
C -0.2155 -1.6984 0.7424  -0.17
C 0.2222 -3.0514 0.2716  -0.64
H -1.3059 2.4933 -1.3542  0.09
H 0.8409 2.6553 0.5129  0.24
H 1.3905 1.4794 -0.6283  0.24
H -1.3647 0.9471 0.1076  0.21
H -0.3788 0.9341 1.5583  0.23
H 0.6625 -0.6923 -0.8317  0.19
H -0.9016 -1.6729 1.5732  0.19
H 0.7580 -3.5830 1.0453  0.22
H -0.6180 -3.6411 -0.0895  0.22
H 0.8926 -2.9715 -0.5841  0.21

---

Molecular formula: C6H10O
Method: DFT, ωB97M-V/def2-TZVPD

The HOMO energy comes out at -9.26 eV. Its electronic energy is -8429.2809 eV. The relative energy (zero: lowest compared OMol25 entry of this formula, charge and spin) comes out at 1.9595 eV. The SMILES is C[C@]12CC[C@H]1CO2. Its net charge is 0. The value obtained for the HOMO-LUMO gap is 10.384 eV.

Last column: natural (NBO) charge in e.
Element x y z (Å)
C -1.7168 -1.1099 0.1289  -0.63
C -0.2950 -0.5589 0.1093  0.29
C -0.3950 0.8526 0.7195  -0.45
C 0.3158 1.4494 -0.4989  -0.40
C 0.7628 0.0567 -0.9313  -0.26
C 1.7861 -0.6056 0.0089  -0.08
O 0.7503 -1.3762 0.6785  -0.53
H -2.1643 -0.6499 1.0299  0.21
H -2.2665 -0.6490 -0.7033  0.22
H -1.8843 -2.1905 0.1889  0.23
H -1.4073 1.2480 0.8786  0.21
H 0.1031 0.7770 1.6874  0.22
H 1.0486 2.2315 -0.3098  0.21
H -0.4372 1.7776 -1.2296  0.21
H 0.9287 -0.1410 -1.9982  0.21
H 2.2864 0.0951 0.7051  0.17
H 2.5847 -1.2069 -0.4638  0.19

---

Molecular formula: C6H10O
Method: DFT, ωB97M-V/def2-TZVPD

The HOMO energy comes out at -8.98 eV. Its electronic energy is -8428.4163 eV. The relative energy (zero: lowest compared OMol25 entry of this formula, charge and spin) comes out at 2.8240 eV. Its net charge is 0. The value obtained for the HOMO-LUMO gap is 9.777 eV.

Last column: natural (NBO) charge in e.
Element x y z (Å)
C -0.1738 0.5154 0.5129  -0.22
C -0.0449 0.5083 1.9915  -0.63
C -1.7323 0.2487 -0.3519  -0.64
C -0.0314 -0.8197 -0.1305  0.50
C 1.2265 -0.9372 -0.9733  -0.25
C 1.6941 -0.0875 -1.8878  -0.37
O -0.4919 -1.9119 0.2969  -0.61
H 0.2228 1.3896 -0.0023  0.22
H 1.7976 -1.8264 -0.7236  0.23
H -0.6670 -0.2803 2.4371  0.24
H -0.3061 1.4658 2.4450  0.22
H 0.9832 0.2050 2.2373  0.23
H -2.4127 -0.1733 0.3908  0.24
H -1.9385 -0.2216 -1.3152  0.25
H -2.0237 1.2858 -0.5352  0.21
H 1.1883 0.8376 -2.1374  0.19
H 2.7099 -0.1982 -2.2544  0.20

---

Molecular formula: C6H10O
Method: DFT, ωB97M-V/def2-TZVPD

The HOMO energy (alpha / beta) comes out at -7.77 / -7.77 eV. Its electronic energy is -8427.4113 eV. The relative energy (zero: lowest compared OMol25 entry of this formula, charge and spin) comes out at 3.8291 eV. Its net charge is 0. The value obtained for the HOMO-LUMO gap (alpha / beta) is 8.129 / 8.126 eV.

Last column: natural (NBO) charge in e.
Element x y z (Å)
C 2.3187 0.0991 -0.2811  -0.61
C 0.9430 -0.5390 -0.2131  -0.27
C 0.0052 -0.3210 0.9856  -0.38
C -1.2460 -0.2419 0.0468  0.12
O -2.0941 -1.3509 -0.0437  -0.70
C -1.7661 1.0865 -0.0352  -0.39
C -0.2241 -0.0068 -1.0172  -0.13
H 3.0085 -0.3060 0.4697  0.21
H 2.2381 1.1804 -0.1347  0.20
H 2.7731 -0.0746 -1.2657  0.21
H 1.0409 -1.6300 -0.3835  0.22
H 0.2287 0.6444 1.4503  0.20
H -0.1083 -1.1110 1.7219  0.21
H -2.8009 -1.2101 0.5997  0.47
H -2.7264 1.2384 -0.5447  0.20
H -1.3933 1.9220 0.5388  0.20
H -0.1971 0.6205 -1.8938  0.22

---

Molecular formula: C6H10O
Method: DFT, ωB97M-V/def2-TZVPD

The HOMO energy comes out at -8.52 eV. Its electronic energy is -8426.7272 eV. The relative energy (zero: lowest compared OMol25 entry of this formula, charge and spin) comes out at 4.5132 eV. Its net charge is 0. The value obtained for the HOMO-LUMO gap is 8.735 eV.

Last column: natural (NBO) charge in e.
Element x y z (Å)
C -1.5972 1.7262 -1.3723  -0.79
C -1.3787 0.6172 -0.4189  0.17
C 1.1296 0.1027 1.3247  -0.47
C 1.0735 -1.1165 0.4491  0.07
C 1.1116 -1.2778 1.9301  -0.43
O -0.1199 -1.4677 -0.1863  -0.52
C -0.6089 -0.4678 -1.0447  -0.26
H -1.3864 1.5590 -2.4426  0.19
H -0.8588 2.4606 -1.0012  0.28
H -2.5677 2.2137 -1.2365  0.24
H 0.2178 0.6870 1.4151  0.24
H 2.0559 0.6709 1.3457  0.21
H 1.9689 -1.3706 -0.1220  0.18
H 2.0127 -1.6630 2.3975  0.21
H 0.1785 -1.5929 2.3868  0.23
H 0.1670 -0.1358 -1.7631  0.18
H -1.3981 -0.9453 -1.6615  0.25

---

Molecular formula: C6H10O
Method: DFT, ωB97M-V/def2-TZVPD

The HOMO energy comes out at -9.49 eV. Its electronic energy is -8427.6941 eV. The relative energy (zero: lowest compared OMol25 entry of this formula, charge and spin) comes out at 3.5463 eV. Its net charge is 0. The value obtained for the HOMO-LUMO gap is 10.528 eV.

Last column: natural (NBO) charge in e.
Element x y z (Å)
C 2.0422 0.4084 -0.0173  -0.60
O 0.5515 -0.9811 1.1794  -0.54
C 0.1735 -1.2099 -0.1286  -0.01
C -1.1070 -1.1729 0.5361  0.09
C -1.7058 0.2047 0.5030  -0.46
C -0.7265 1.0365 -0.3493  -0.42
C 0.4168 0.0807 -0.8170  -0.18
H 2.5475 0.0851 0.9573  0.24
H 1.9648 1.4812 0.0554  0.19
H 2.7062 0.0607 -0.7965  0.19
H 0.5299 -2.1348 -0.5722  0.18
H -1.7368 -2.0482 0.7533  0.22
H -2.7049 0.2016 0.0439  0.22
H -1.8451 0.6011 1.5126  0.23
H -1.2801 1.5147 -1.1686  0.21
H -0.2969 1.8449 0.2377  0.22
H 0.4708 0.0272 -1.9292  0.21

---

Molecular formula: C6H10O
Method: DFT, ωB97M-V/def2-TZVPD

The HOMO energy comes out at -8.09 eV. Its electronic energy is -8426.7880 eV. The relative energy (zero: lowest compared OMol25 entry of this formula, charge and spin) comes out at 4.4524 eV. Its net charge is 0. The value obtained for the HOMO-LUMO gap is 8.139 eV.

Last column: natural (NBO) charge in e.
Element x y z (Å)
C 1.9644 -0.4268 -0.6695  -0.81
C 1.4061 0.5020 0.3397  0.21
C 0.3468 1.3821 -0.2602  -0.61
C -1.0285 0.7082 -0.0494  0.14
O -1.2236 -0.4409 -0.8891  -0.54
C -1.2378 -1.3212 0.2551  -0.06
C -1.0660 -0.1448 1.2376  -0.48
H 2.6719 -1.1594 -0.2616  0.22
H 2.4934 0.2323 -1.3889  0.26
H 1.1704 -0.9153 -1.2668  0.25
H -0.1040 -0.0965 1.7373  0.25
H 0.3240 2.3233 0.3083  0.23
H 0.4647 1.5989 -1.3352  0.20
H -1.8409 1.4373 -0.1891  0.19
H -0.4123 -2.0481 0.2107  0.17
H -2.1877 -1.8613 0.3364  0.18
H -1.8872 0.0275 1.9373  0.22

---

Molecular formula: C6H10O
Method: DFT, ωB97M-V/def2-TZVPD

The HOMO energy comes out at -9.40 eV. Its electronic energy is -8429.6665 eV. The relative energy (zero: lowest compared OMol25 entry of this formula, charge and spin) comes out at 1.5739 eV. The SMILES is C[C@H]1C[C@@]2(O)C[C@@H]12. Its net charge is 0. The value obtained for the HOMO-LUMO gap is 10.316 eV.

Last column: natural (NBO) charge in e.
Element x y z (Å)
C 2.2162 0.2885 -0.2327  -0.61
C 0.8472 -0.3688 -0.2108  -0.19
C -0.0109 -0.4846 1.0719  -0.43
C -1.2581 -0.3269 0.1740  0.24
O -2.2683 -1.2642 0.0483  -0.69
C -1.3406 1.0943 -0.2447  -0.45
C -0.3875 0.1373 -0.9616  -0.23
H 2.8730 -0.2040 0.4953  0.21
H 2.1988 1.3623 -0.0170  0.21
H 2.6737 0.1456 -1.2184  0.21
H 0.9695 -1.3984 -0.5708  0.20
H 0.1143 0.3542 1.7683  0.20
H 0.0936 -1.4221 1.6195  0.22
H -2.9237 -1.1152 0.7391  0.47
H -2.2036 1.3246 -0.8673  0.23
H -1.0387 1.8978 0.4295  0.21
H -0.5550 -0.0203 -2.0224  0.22

---

Molecular formula: C6H10O
Method: DFT, ωB97M-V/def2-TZVPD

The HOMO energy comes out at -9.25 eV. Its electronic energy is -8427.2557 eV. The relative energy (zero: lowest compared OMol25 entry of this formula, charge and spin) comes out at 3.9847 eV. Its net charge is 0. The value obtained for the HOMO-LUMO gap is 10.126 eV.

Last column: natural (NBO) charge in e.
Element x y z (Å)
C -0.7804 -1.5719 -1.1552  -0.59
O -1.5979 0.3297 -0.0822  -0.55
C -0.4979 0.8601 -0.7183  -0.02
C -0.3746 1.5840 0.5284  0.11
C 0.4893 0.8440 1.5038  -0.46
C 1.0306 -0.3612 0.7203  -0.43
C 0.4963 -0.2402 -0.7297  -0.17
H -1.8950 -1.7000 -1.0114  0.23
H -0.3130 -2.3606 -0.5972  0.19
H -0.6095 -1.6192 -2.2175  0.19
H -0.6970 1.4048 -1.6391  0.18
H -0.6270 2.6413 0.6808  0.22
H 1.3188 1.4719 1.8454  0.22
H -0.0588 0.5607 2.4035  0.24
H 2.1214 -0.3781 0.7881  0.21
H 0.6871 -1.2910 1.1629  0.22
H 1.3077 -0.1745 -1.4827  0.21

---

Molecular formula: C6H10O
Method: DFT, ωB97M-V/def2-TZVPD

The HOMO energy comes out at -7.69 eV. Its electronic energy is -8427.6029 eV. The relative energy (zero: lowest compared OMol25 entry of this formula, charge and spin) comes out at 3.6375 eV. The SMILES is C[C@H]1C[C@@]2(O)C[C@@H]12. Its net charge is 0. The value obtained for the HOMO-LUMO gap is 8.380 eV.

Last column: natural (NBO) charge in e.
Element x y z (Å)
C -2.0865 -0.2349 -0.1463  -0.61
C -0.8723 0.6246 0.2104  -0.26
C 0.1587 -0.0202 1.1716  -0.45
C 1.2901 0.0419 0.1773  0.32
O 2.5992 0.1079 0.5872  -0.67
C 0.8640 -0.4208 -1.1361  -0.51
C 0.1430 0.9204 -0.9384  -0.26
H -2.7235 -0.3862 0.7350  0.21
H -1.8054 -1.2282 -0.5153  0.20
H -2.6982 0.2451 -0.9180  0.22
H -1.2431 1.5748 0.6078  0.21
H -0.0156 -1.0578 1.4724  0.21
H 0.3196 0.5824 2.0698  0.23
H 3.1295 -0.4406 -0.0075  0.49
H 1.6033 -0.3826 -1.9332  0.23
H 0.3030 -1.3509 -1.1190  0.22
H 1.0341 1.4250 -0.3177  0.23